Entry from the OMol25 dataset: C26H50ClF5OsP2Si2 as an isolated structure at a distorted geometry (the ωB97M-V functional and the def2-TZVPD basis).

```
87
Properties=species:S:1:pos:R:3:lowdin_spin:R:1
Os 0.00 0.00 0.00 2.242
C 2.08 -0.14 -1.59 0.117
C 1.33 -1.32 -1.74 0.112
C 0.05 -0.91 -2.26 0.062
Si 2.02 -2.98 -1.28 0.014
C 0.05 0.50 -2.38 0.063
C 1.33 1.00 -1.94 0.118
Si 2.01 2.72 -1.78 0.015
H 3.07 -0.10 -1.16 0.003
H -0.75 -1.56 -2.56 0.005
H -0.75 1.09 -2.79 0.004
Cl -5.39 0.19 2.09 0.928
C 3.88 2.64 -1.69 0.002
C 1.53 3.80 -3.24 0.002
C 3.89 -2.88 -1.19 0.001
C 1.54 -4.31 -2.53 0.002
H 2.18 3.59 -4.09 0.000
H 1.64 4.86 -3.00 0.000
H 0.50 3.65 -3.57 0.000
H 4.21 2.12 -0.78 0.000
H 4.31 3.64 -1.66 0.000
H 4.31 2.12 -2.54 0.001
H 2.17 -4.22 -3.41 0.000
H 0.51 -4.24 -2.86 0.000
H 1.69 -5.31 -2.12 0.000
H 4.31 -2.51 -2.12 0.001
H 4.32 -3.86 -0.99 0.000
H 4.21 -2.21 -0.39 0.000
C 1.39 3.44 -0.14 0.002
C 1.38 -3.41 0.46 0.001
P -0.26 2.74 0.26 0.034
H 1.43 4.52 -0.10 0.000
H 2.06 3.05 0.63 0.000
P -0.26 -2.65 0.73 0.030
H 2.05 -2.90 1.15 0.000
H 1.43 -4.47 0.69 0.000
C -0.77 -3.07 2.49 0.005
C -1.38 -3.71 -0.34 0.004
C -1.38 3.59 -0.98 0.005
C -0.77 3.45 1.93 0.006
C -0.56 2.44 3.04 0.006
H -1.84 3.63 1.82 0.000
C -0.08 4.77 2.27 0.002
H 0.97 4.61 2.49 0.000
H -0.54 5.19 3.17 0.001
H -0.16 5.51 1.49 0.000
H -0.99 1.47 2.79 0.005
H -1.03 2.79 3.96 0.000
H 0.49 2.28 3.24 0.000
H -0.94 3.29 -1.93 0.000
C -1.38 5.11 -0.93 0.002
C -2.79 3.05 -0.94 0.000
H -0.37 5.53 -0.93 0.000
H -1.91 5.48 -0.06 0.000
H -1.89 5.51 -1.81 0.001
H -2.84 2.01 -1.26 0.000
H -3.44 3.63 -1.59 0.000
H -3.22 3.10 0.06 0.000
H -0.95 -3.57 -1.33 0.000
C -2.80 -3.16 -0.39 0.001
C -1.38 -5.20 -0.03 0.001
H -0.37 -5.61 0.04 0.000
H -1.89 -5.74 -0.83 0.000
H -1.90 -5.41 0.90 0.000
H -2.84 -2.19 -0.87 0.000
H -3.22 -3.05 0.61 0.000
H -3.44 -3.84 -0.95 0.000
C -0.57 -1.87 3.41 0.006
C -0.09 -4.30 3.07 0.001
H -1.84 -3.26 2.42 0.000
H 0.97 -4.10 3.25 0.000
H -0.16 -5.17 2.42 0.000
H -0.54 -4.55 4.03 0.000
H 0.49 -1.68 3.58 0.000
H -1.04 -2.05 4.38 0.000
H -1.00 -0.96 2.99 0.005
C -2.21 0.07 0.73 0.024
H -2.80 0.00 -0.19 0.013
H -2.56 -0.75 1.36 0.003
H -2.55 0.99 1.22 0.003
F 2.84 1.06 0.60 0.013
C 1.99 0.21 1.23 0.100
F 2.65 -0.95 1.11 0.008
C 2.26 0.65 2.70 0.017
F 1.31 0.28 3.60 0.003
F 3.45 0.07 3.12 0.005
F 2.52 2.01 2.78 0.001
```

Summary:
2S+1: 5
Frontier orbital gap (spin up / spin down) in eV: 6.07 / 4.28
F_max in eV Å⁻¹: 3.7
Expectation value of S²: 6.03

***

Entry from the OMol25 dataset: a 2-piece molecular cluster, CH2BrIO2S overall at a distorted geometry (the ωB97M-V functional and the def2-TZVPD basis).

```
8
Properties=species:S:1:pos:R:3:mulliken_charge:R:1
C 0.85 -0.80 0.69 -0.554
O -1.38 -1.03 -0.84 -0.462
O 0.25 0.68 -1.65 -0.410
S -0.53 0.11 -0.57 0.733
Br 1.21 0.57 2.06 -0.079
I -2.69 3.06 -0.72 0.052
H 1.77 -0.89 0.01 0.319
H 0.52 -1.70 1.02 0.400
```

Summary:
Frontier orbital gap (spin up / spin down) in eV: 7.39 / 6.53
F_max in eV Å⁻¹: 5.4
Relative energy (zero: lowest compared OMol25 entry of this formula, charge and spin) in kcal/mol: 55.3

***

Entry from the OMol25 dataset: C20H24BiCl5N6OS as an isolated structure (the ωB97M-V functional and the def2-TZVPD basis).

```
58
Properties=species:S:1:pos:R:3:mulliken_charge:R:1
Bi 0.27 -0.36 -0.85 1.412
C 3.26 -3.83 -2.63 -1.795
C 2.81 -2.58 -1.95 0.777
N 2.19 -1.61 -2.48 -0.119
N 1.85 -1.58 -3.79 -0.434
C 1.32 -0.42 -4.25 0.584
N 1.14 -0.31 -5.55 -0.379
S 0.92 0.88 -3.22 -0.418
C 3.13 -2.32 -0.51 0.783
C 4.10 -3.07 0.12 -0.772
C 4.50 -2.72 1.41 -0.524
C 3.90 -1.64 2.02 -0.958
C 2.91 -0.96 1.33 0.011
N 2.52 -1.28 0.09 0.079
H 2.75 -3.99 -3.58 0.454
H 4.34 -3.81 -2.82 0.393
H 3.06 -4.70 -1.99 0.413
H 2.11 -2.31 -4.43 0.184
H 1.47 -1.00 -6.21 0.210
H 0.75 0.54 -5.92 0.224
H 4.57 -3.90 -0.39 0.386
H 5.27 -3.29 1.91 0.452
H 4.17 -1.33 3.02 0.470
H 2.40 -0.13 1.81 0.439
Cl 1.00 5.10 4.15 -0.143
C 0.73 3.64 3.30 0.361
C 1.27 3.47 2.03 -0.134
Cl 2.21 4.69 1.29 -0.158
C 1.02 2.28 1.36 1.347
Cl 1.73 2.03 -0.22 -0.274
C 0.26 1.24 1.89 -0.668
O 0.03 0.10 1.25 -0.964
C -0.26 1.43 3.18 0.253
Cl -1.17 0.15 3.87 -0.115
C -0.04 2.62 3.87 0.171
Cl -0.70 2.82 5.43 -0.142
C -2.79 -1.72 0.43 -0.917
C -3.18 -0.69 -0.63 -0.924
N -3.30 0.69 -0.13 0.268
C -4.54 0.99 0.62 -0.926
C -4.38 0.94 2.14 -0.722
C -2.41 1.62 -0.41 1.112
C -2.71 3.06 -0.06 -1.867
N -1.26 1.35 -1.03 -0.427
H -2.52 -2.66 -0.06 0.350
H -3.63 -1.93 1.09 0.367
H -1.96 -1.37 1.04 0.117
H -4.15 -0.95 -1.05 0.507
H -2.49 -0.67 -1.48 0.437
H -5.28 0.25 0.31 0.389
H -4.93 1.96 0.31 0.480
H -4.12 -0.06 2.48 0.225
H -5.32 1.23 2.61 0.417
H -3.60 1.62 2.49 0.105
H -3.55 3.43 -0.66 0.400
H -1.85 3.69 -0.25 0.516
H -2.99 3.16 0.99 0.354
H -0.80 2.21 -1.29 0.333
```

Summary:
Frontier orbital gap in eV: 6.65
F_max in eV Å⁻¹: 0.5
Total charge: +2
Relative energy (zero: lowest compared OMol25 entry of this formula, charge and spin) in kcal/mol: 2.4

***

Entry from the OMol25 dataset: a 2-piece molecular cluster, C5H14 overall at a distorted geometry (the ωB97M-V functional and the def2-TZVPD basis).

```
19
Properties=species:S:1:pos:R:3:lowdin_spin:R:1
C 1.03 -2.81 -0.17 0.138
C 1.60 -2.03 0.96 0.265
H 0.52 -3.67 0.10 0.019
H 0.42 -2.35 -1.02 0.014
H 2.01 -3.10 -0.69 0.023
H 0.94 -2.03 1.91 0.057
H 1.96 -1.02 0.76 0.043
H 2.66 -2.38 1.07 0.045
C -0.47 1.50 -0.28 0.080
C -0.73 2.86 0.35 0.098
C -1.77 0.83 -0.79 0.076
H 0.28 1.65 -1.12 0.027
H -0.08 0.76 0.42 0.025
H -0.91 2.93 1.43 0.021
H -2.32 1.52 -1.45 0.006
H -1.45 0.05 -1.45 0.014
H -2.40 0.41 0.02 0.028
H 0.14 3.44 0.15 0.016
H -1.44 3.44 -0.21 0.006
```

Summary:
2S+1: 2
Frontier orbital gap (spin up / spin down) in eV: 2.63 / 11.19
F_max in eV Å⁻¹: 4.6
Total charge: -1
Expectation value of S²: 0.75
Relative energy (zero: lowest compared OMol25 entry of this formula, charge and spin) in kcal/mol: 27.3

***

Entry from the OMol25 dataset: C26H26ClIN4O3STeY as an isolated structure (the ωB97M-V functional and the def2-TZVPD basis).

```
64
Properties=species:S:1:pos:R:3:mulliken_charge:R:1
Y 0.82 0.21 0.64 0.823
C 3.44 2.04 4.30 -1.452
C 2.44 1.62 3.28 0.594
N 2.76 1.14 2.13 0.347
O 4.14 1.05 1.93 -0.546
C 1.00 1.71 3.58 0.146
C 0.42 2.22 4.86 -1.636
N 0.28 1.29 2.60 0.331
O -0.99 1.22 2.54 -0.709
H 4.39 2.30 3.85 0.440
H 3.62 1.22 5.01 0.284
H 3.06 2.88 4.88 0.372
H 4.20 0.34 1.26 0.220
H 0.95 1.81 5.73 0.371
H -0.62 1.91 4.90 0.366
H 0.45 3.31 4.94 0.304
Cl -2.97 -6.04 -0.46 -0.299
C -2.06 -4.70 0.20 0.496
C -1.91 -4.59 1.55 -0.574
C -1.17 -3.53 2.13 -0.337
I -0.98 -3.46 4.19 0.015
C -0.55 -2.58 1.35 0.531
O 0.19 -1.61 1.76 -0.635
C -0.78 -2.68 -0.08 0.464
N -0.26 -1.66 -0.81 0.326
C -0.35 -1.69 -2.11 -0.447
C -0.99 -2.74 -2.80 -0.879
C -1.57 -3.75 -2.08 -0.820
C -1.49 -3.74 -0.67 -0.006
H -2.37 -5.32 2.20 0.374
H 0.08 -0.85 -2.65 0.447
H -1.04 -2.73 -3.88 0.407
H -2.09 -4.55 -2.58 0.404
C -3.62 -0.41 -1.83 -0.911
N -3.80 0.57 -0.77 -0.078
C -4.68 0.03 0.25 -0.925
C -2.53 0.96 -0.17 -0.163
C -1.62 1.76 -1.08 0.148
C -2.20 2.64 -1.99 -0.526
C -1.40 3.42 -2.82 -0.604
C -0.02 3.33 -2.72 -0.924
C 0.54 2.47 -1.79 -0.613
C -0.22 1.64 -0.95 0.276
H -4.58 -0.61 -2.30 0.453
H -3.22 -1.36 -1.44 0.203
H -2.94 -0.02 -2.58 0.276
H -5.64 -0.24 -0.19 0.332
H -4.85 0.77 1.03 0.333
H -4.26 -0.87 0.73 0.298
H -2.00 0.07 0.21 0.146
H -2.75 1.55 0.72 0.526
H -3.28 2.70 -2.06 0.383
H -1.86 4.09 -3.54 0.368
H 0.61 3.94 -3.37 0.387
H 1.63 2.45 -1.73 0.455
Te 3.20 -1.51 -0.10 -0.190
C 4.28 -0.54 -1.63 -0.014
C 3.83 0.34 -2.58 -0.177
C 4.86 0.79 -3.45 -0.822
C 6.07 0.25 -3.16 -0.397
S 5.95 -0.82 -1.83 -0.167
H 2.80 0.65 -2.66 0.480
H 4.70 1.49 -4.26 0.365
H 7.01 0.42 -3.66 0.365
```

Summary:
Frontier orbital gap in eV: 6.93
F_max in eV Å⁻¹: 0.8
Total charge: -1
Relative energy (zero: lowest compared OMol25 entry of this formula, charge and spin) in kcal/mol: 2.6

***

Entry from the OMol25 dataset: a 2-piece molecular cluster, C3H6N2O2 overall at a distorted geometry (the ωB97M-V functional and the def2-TZVPD basis).

```
13
Properties=species:S:1:pos:R:3:mulliken_charge:R:1
C 0.88 1.02 -0.72 -0.081
C -0.82 -2.09 -0.30 0.775
C -0.31 0.30 -0.26 -0.564
N 1.28 1.14 -1.89 -0.668
N -0.50 0.26 1.29 -0.354
O -0.94 -2.21 0.85 -0.559
O -0.65 -2.33 -1.43 -0.349
H 1.50 1.35 0.15 0.161
H -1.29 0.42 -0.65 0.409
H 2.25 1.48 -1.85 0.244
H -0.38 -0.84 1.60 0.431
H -1.32 0.62 1.61 0.280
H 0.29 0.88 1.59 0.276
```

Summary:
Frontier orbital gap in eV: 7.75
F_max in eV Å⁻¹: 5.7
Relative energy (zero: lowest compared OMol25 entry of this formula, charge and spin) in kcal/mol: 93.3